Formula: C36H45F3MoN11OS2Se
Source: the OMol25 dataset
Level of theory: ωB97M-V/def2-TZVPD

```
100
C36H45F3MoN11OS2Se (ωB97M-V/def2-TZVPD)
Mo -0.365 -1.126 1.620
N 1.335 -4.685 3.583
C 1.005 -3.750 2.678
S 1.740 -2.174 2.780
N 0.180 -4.035 1.723
N -0.083 -3.027 0.844
C -0.128 -3.443 -0.393
C -0.282 -2.630 -1.547
C -0.400 -3.225 -2.813
C -0.604 -2.466 -3.940
C -0.697 -1.079 -3.833
C -0.552 -0.456 -2.617
C -0.306 -1.207 -1.447
O -0.077 -0.622 -0.316
H 2.116 -4.521 4.194
H 1.051 -5.635 3.410
H -0.024 -4.516 -0.546
H -0.345 -4.300 -2.877
H -0.701 -2.938 -4.905
H -0.877 -0.482 -4.714
H -0.618 0.621 -2.539
F -2.591 -0.617 7.657
C -1.880 -0.280 6.576
F -0.669 0.074 7.003
F -2.463 0.833 6.079
C -1.871 -1.374 5.544
C -2.610 -2.531 5.705
C -2.660 -3.438 4.645
C -2.006 -3.146 3.469
N -1.264 -2.038 3.306
C -1.178 -1.168 4.342
S -0.202 0.167 3.956
H -3.151 -2.709 6.621
H -3.217 -4.353 4.741
H -2.062 -3.814 2.619
C 4.120 3.936 1.621
C 4.052 4.031 0.102
C 2.691 4.492 -0.419
C 1.570 3.465 -0.225
N 1.798 2.272 -0.999
C 2.208 1.081 -0.500
Se 2.283 0.657 1.280
N 2.477 0.242 -1.523
C 3.049 -1.072 -1.372
C 4.531 -0.979 -0.991
C 5.397 -0.279 -2.040
C 5.624 -1.127 -3.286
C 2.198 0.885 -2.705
C 2.235 0.467 -4.027
C 1.858 1.380 -4.993
C 1.444 2.669 -4.661
C 1.387 3.093 -3.346
C 1.772 2.185 -2.371
H 5.149 3.793 1.937
H 3.542 3.091 1.992
H 3.745 4.846 2.083
H 4.306 3.061 -0.335
H 4.795 4.751 -0.244
H 2.775 4.724 -1.483
H 2.400 5.407 0.102
H 0.615 3.902 -0.533
H 1.517 3.162 0.825
H 2.912 -1.613 -2.309
H 2.503 -1.598 -0.579
H 4.908 -1.988 -0.819
H 4.601 -0.438 -0.043
H 6.364 -0.058 -1.585
H 4.946 0.677 -2.320
H 6.012 -2.105 -3.012
H 6.344 -0.646 -3.943
H 4.706 -1.269 -3.851
H 2.528 -0.533 -4.297
H 1.881 1.090 -6.032
H 1.157 3.349 -5.447
H 1.051 4.086 -3.095
C -1.751 3.257 1.212
C -1.312 1.901 1.328
N -0.943 0.821 1.509
H -0.977 3.916 1.606
H -2.660 3.410 1.795
H -1.948 3.506 0.170
C -5.027 0.370 -1.963
C -5.928 0.471 -0.734
C -5.631 1.753 0.041
C -5.803 -0.782 0.158
N -4.432 -1.146 0.388
C -3.510 -0.668 1.246
N -2.353 -1.263 0.949
N -2.613 -2.090 -0.068
N -3.826 -2.019 -0.402
H -5.245 1.180 -2.655
H -5.179 -0.573 -2.484
H -3.975 0.444 -1.686
H -6.971 0.496 -1.059
H -4.594 1.776 0.372
H -6.281 1.857 0.907
H -5.799 2.610 -0.605
H -6.255 -1.635 -0.354
H -6.301 -0.621 1.116
H -3.681 0.028 2.044
```

Results
* total charge: +1
* E_tot: -5641.85132 Eh
* energy above the lowest of the compared OMol25 structures with the same formula, charge and spin: 121.57 kJ/mol
* orbital gap (alpha / beta): 5.875 / 5.885 eV